Record 1
Density functional theory data (ωB97M-V/def2-TZVPD) for an isolated molecule of C3H3NO2.

Atoms and positions in Å:
O  2.083  -0.127  -0.032
C  0.756  -0.314  0.090
C  -0.250  0.688  -0.021
C  -1.386  -0.035  0.088
O  -1.105  -1.325  0.291
N  0.266  -1.508  0.286
H  2.187  0.646  -0.601
H  -0.117  1.755  -0.122
H  -2.433  0.221  0.022

Structure (SMILES): Oc1ccon1
Kohn-Sham gap in eV: 10.633
ΔE to the lowest compared entry with this formula, charge and spin in kcal/mol: 53.65
E_tot in eV: -8742.8048
Spin multiplicity: 1

Löwdin atomic charge list, values in e, 8 entries:
1 O 0.087
2 C -0.428
3 C 0.006
4 C -0.116
5 O -0.039
6 N 0.134
7 H 0.114
8 H 0.112

Record 2
Density functional theory data (ωB97M-V/def2-TZVPD) for a structure of composition C25H34Cl3CoO2S in a non-equilibrium geometry.

Atoms and positions in Å:
Co  0.542  -0.320  -0.626
C  -0.746  0.968  0.417
C  0.236  0.485  1.379
C  0.091  -0.929  1.428
C  -0.887  -1.274  0.422
C  -1.499  -0.093  -0.098
C  -2.839  0.039  -0.789
C  -3.293  -1.268  -1.441
C  -3.823  0.385  0.343
C  -2.845  1.170  -1.817
C  0.632  -2.023  2.359
C  2.157  -2.197  2.420
C  0.074  -3.391  1.945
C  0.065  -1.724  3.759
C  0.993  1.533  2.201
C  1.426  2.709  1.308
C  -0.014  2.060  3.239
C  2.264  1.074  2.917
H  -0.901  1.999  0.150
H  -1.186  -2.272  0.149
H  -3.349  -2.078  -0.709
H  -2.621  -1.569  -2.242
H  -4.293  -1.133  -1.858
H  -3.829  -0.393  1.110
H  -4.832  0.472  -0.065
H  -3.560  1.332  0.818
H  -2.163  0.963  -2.640
H  -2.567  2.126  -1.368
H  -3.851  1.280  -2.227
H  2.498  -2.763  1.557
H  2.406  -2.778  3.311
H  2.708  -1.267  2.462
H  0.385  -3.655  0.932
H  -1.015  -3.429  2.010
H  0.473  -4.146  2.624
H  0.478  -0.817  4.197
H  0.299  -2.557  4.425
H  -1.022  -1.617  3.719
H  0.590  3.204  0.815
H  2.135  2.371  0.554
H  1.920  3.457  1.929
H  -0.892  2.492  2.754
H  0.457  2.838  3.844
H  -0.355  1.266  3.906
H  3.011  0.734  2.202
H  2.090  0.299  3.660
H  2.677  1.936  3.446
Cl  1.196  1.959  -2.103
C  0.311  1.629  -3.563
C  0.154  2.669  -4.462
C  -0.534  2.456  -5.643
C  -1.058  1.199  -5.907
C  -0.893  0.176  -4.990
Cl  -1.583  -1.371  -5.368
C  -0.201  0.347  -3.780
S  -0.004  -1.007  -2.691
H  0.576  3.637  -4.229
H  -0.663  3.261  -6.352
H  -1.602  1.002  -6.820
Cl  5.439  -0.923  0.606
C  4.256  -1.682  -0.479
C  2.911  -0.995  -0.438
O  2.788  0.220  -0.223
O  1.897  -1.729  -0.686
H  4.149  -2.726  -0.205
H  4.636  -1.619  -1.497

Kohn-Sham gap (alpha / beta) in eV: 7.181 / 7.251
ΔE to the lowest compared entry with this formula, charge and spin in kcal/mol: 12.21
E_tot in eV: -116602.3901
Spin multiplicity: 1

Löwdin atomic charge list, values in e, 8 entries:
1 Co 0.283
2 C -0.060
3 C -0.112
4 C -0.097
5 C -0.059
6 C -0.233
7 C -0.539
8 C -0.049

Record 3
Density functional theory data (ωB97M-V/def2-TZVPD) for a structure of composition C24H26BrCl2IrN4OS3.

Atoms and positions in Å:
Ir  -0.132  -0.487  -0.732
C  2.253  1.624  2.378
C  1.951  0.636  1.281
N  0.720  0.619  0.779
N  -0.160  1.445  1.489
C  -1.393  1.078  1.474
N  -2.313  1.807  2.170
S  -2.004  -0.262  0.534
C  3.010  -0.212  0.838
C  4.070  -0.582  1.703
C  4.885  -1.640  1.436
C  4.674  -2.406  0.255
C  3.742  -1.998  -0.626
N  2.970  -0.877  -0.396
H  1.514  1.580  3.170
H  2.203  2.632  1.958
H  3.242  1.491  2.798
H  -1.943  2.415  2.883
H  -3.190  1.363  2.383
H  4.194  -0.058  2.637
H  5.664  -1.913  2.132
H  5.253  -3.291  0.041
H  3.575  -2.501  -1.566
Cl  -1.426  -1.811  -2.247
C  -1.700  -3.283  -1.301
C  -2.695  -4.129  -1.745
C  -2.908  -5.306  -1.046
C  -2.128  -5.600  0.061
C  -1.141  -4.723  0.476
Cl  -0.182  -5.140  1.850
C  -0.892  -3.518  -0.194
S  0.397  -2.449  0.341
H  -3.286  -3.875  -2.615
H  -3.682  -5.990  -1.363
H  -2.283  -6.513  0.618
Br  1.353  1.460  -5.723
C  1.649  0.786  -3.987
C  2.202  1.615  -3.004
C  2.548  1.098  -1.781
C  2.344  -0.268  -1.511
C  1.716  -1.066  -2.468
C  1.379  -0.532  -3.719
H  2.407  2.653  -3.228
H  3.041  1.722  -1.048
H  1.613  -2.132  -2.301
H  0.952  -1.170  -4.479
C  -4.204  3.147  -1.770
C  -3.172  2.115  -2.198
S  -1.595  2.391  -1.375
O  -0.686  1.267  -1.899
C  -1.016  3.857  -2.242
C  -0.999  3.744  -3.756
H  -5.171  2.889  -2.200
H  -3.951  4.150  -2.113
H  -4.310  3.168  -0.685
H  -3.003  2.095  -3.274
H  -3.446  1.112  -1.871
H  -0.023  4.028  -1.824
H  -1.659  4.665  -1.887
H  -0.599  2.780  -4.068
H  -0.366  4.526  -4.172
H  -1.994  3.866  -4.182

Kohn-Sham gap (alpha / beta) in eV: 6.022 / 6.830
ΔE to the lowest compared entry with this formula, charge and spin in kcal/mol: 8.28
⟨S²⟩: 0.78
E_tot in eV: -163744.7050
Spin multiplicity: 2
Charge: +1

Löwdin atomic charge list, values in e, 8 entries:
1 Ir 0.686
2 C -0.015
3 C -0.258
4 N -0.151
5 N -0.004
6 C -0.851
7 N 0.087
8 S 0.662

Record 4
Density functional theory data (ωB97M-V/def2-TZVPD) for a cluster of 16 separate species, C59H150BN10O28 in total in a non-equilibrium geometry.

Atoms and positions in Å:
O  10.057  -0.478  8.302
C  9.740  -0.949  9.427
O  8.939  -0.389  10.303
B  8.846  -1.256  11.481
O  9.581  -2.469  11.183
C  10.205  -2.242  10.068
O  11.022  -2.991  9.553
O  7.390  -1.591  11.814
C  7.090  -1.044  12.979
O  6.045  -1.059  13.565
C  8.320  -0.324  13.564
O  9.325  -0.596  12.711
O  8.299  0.328  14.626
C  11.811  -3.296  13.730
O  12.423  -2.708  12.584
H  11.731  -4.382  13.701
H  12.397  -3.071  14.621
H  10.804  -2.982  14.005
H  11.915  -2.982  11.817
C  9.589  3.554  16.672
O  10.739  3.998  15.968
H  8.736  4.232  16.675
H  9.339  2.607  16.194
H  9.805  3.318  17.714
H  10.404  4.287  15.116
C  13.657  -1.003  7.892
O  13.557  -2.350  8.265
H  12.784  -0.532  7.439
H  14.003  -0.473  8.779
H  14.503  -0.792  7.239
H  12.726  -2.646  8.644
C  5.891  -2.946  8.949
O  6.837  -2.120  8.307
H  5.957  -3.956  8.545
H  6.248  -2.997  9.978
H  4.867  -2.594  8.826
H  7.115  -1.369  8.837
C  12.226  0.735  11.133
O  13.527  1.052  11.624
H  11.643  1.106  11.975
H  11.832  1.357  10.329
H  12.079  -0.309  10.855
H  13.926  0.247  11.962
C  11.603  -0.128  19.944
O  11.159  -0.724  18.771
C  10.435  0.181  17.881
C  10.715  -0.378  16.412
N  11.952  -1.090  16.401
C  13.015  -0.115  16.388
C  13.113  0.741  15.145
O  14.409  0.981  14.690
C  15.209  1.829  15.449
H  12.208  0.679  19.531
H  12.183  -0.755  20.621
H  10.756  0.244  20.519
H  10.944  1.138  17.762
H  9.371  0.177  18.114
H  10.618  0.467  15.731
H  9.976  -1.125  16.120
H  12.013  -1.694  17.209
H  13.885  -0.770  16.337
H  13.112  0.424  17.330
H  12.525  1.648  15.281
H  12.842  0.026  14.368
H  14.675  2.322  16.262
H  15.702  2.711  15.040
H  16.046  1.238  15.819
C  8.595  -0.737  5.285
O  8.372  -1.661  4.252
C  8.437  -0.980  2.979
C  8.574  -2.009  1.865
N  7.476  -2.986  1.903
C  7.536  -4.059  0.935
C  8.701  -4.984  0.963
O  9.047  -5.206  2.355
C  9.995  -6.306  2.429
H  8.580  -1.242  6.251
H  7.819  0.024  5.365
H  9.528  -0.190  5.148
H  9.280  -0.289  2.970
H  7.572  -0.320  2.914
H  9.608  -2.349  1.804
H  8.380  -1.455  0.946
H  6.624  -2.481  1.708
H  7.329  -3.628  -0.045
H  6.549  -4.515  1.013
H  9.514  -4.440  0.480
H  8.554  -5.908  0.403
H  9.437  -7.240  2.500
H  10.600  -6.157  3.323
H  10.590  -6.365  1.518
C  6.646  1.593  17.703
O  5.252  1.596  17.798
C  4.682  2.577  18.689
C  3.129  2.665  18.350
N  2.527  1.325  18.274
C  2.784  0.622  19.598
C  2.199  -0.769  19.639
O  2.745  -1.514  18.511
C  2.297  -2.897  18.454
H  7.069  0.877  16.999
H  7.033  1.210  18.648
H  7.142  2.538  17.481
H  5.065  3.585  18.533
H  5.042  2.215  19.652
H  2.908  3.125  17.386
H  2.542  3.396  18.905
H  1.522  1.423  18.246
H  2.191  1.145  20.347
H  3.796  0.618  20.003
H  1.120  -0.871  19.749
H  2.444  -1.220  20.601
H  1.218  -2.840  18.305
H  2.549  -3.461  19.352
H  2.660  -3.442  17.583
C  6.049  1.292  9.282
O  4.808  1.496  8.633
C  5.023  1.640  7.246
C  3.678  1.613  6.376
N  3.057  0.254  6.529
C  1.689  0.038  6.089
C  0.603  0.809  6.855
O  0.554  0.428  8.163
C  -0.718  0.494  8.849
H  6.279  0.232  9.394
H  5.879  1.848  10.204
H  6.804  1.901  8.786
H  5.738  0.946  6.802
H  5.453  2.612  7.004
H  3.969  1.711  5.330
H  3.070  2.452  6.714
H  2.854  0.037  7.494
H  1.464  -1.023  6.203
H  1.661  0.322  5.037
H  -0.391  0.539  6.500
H  0.678  1.881  6.674
H  -0.569  0.195  9.886
H  -1.546  -0.058  8.404
H  -1.078  1.475  9.160
C  11.215  2.328  6.807
O  11.429  2.975  5.591
C  11.492  2.052  4.479
C  11.899  2.872  3.261
N  12.600  2.121  2.240
C  13.147  2.958  1.150
C  14.154  2.260  0.162
O  14.473  2.981  -1.095
C  13.272  3.268  -1.863
H  12.023  1.604  6.905
H  10.219  1.885  6.791
H  11.124  3.056  7.613
H  10.657  1.392  4.241
H  12.356  1.449  4.757
H  12.640  3.566  3.658
H  10.979  3.295  2.857
H  11.971  1.383  1.957
H  13.511  3.867  1.628
H  12.228  3.303  0.676
H  13.639  1.347  -0.137
H  15.083  1.928  0.625
H  12.586  4.019  -1.471
H  12.587  2.427  -1.973
H  13.447  3.551  -2.901
C  8.848  2.833  12.236
C  9.333  3.720  11.015
C  8.189  4.753  10.833
O  8.292  5.455  9.600
C  7.624  6.650  9.577
N  10.660  4.277  11.354
H  8.144  2.078  11.885
H  8.290  3.600  12.774
H  9.596  2.380  12.886
H  9.331  3.116  10.107
H  8.168  5.502  11.624
H  7.123  4.526  10.856
H  6.581  6.500  9.854
H  7.675  7.207  8.641
H  8.041  7.272  10.369
H  10.643  4.794  12.222
H  10.737  5.117  10.799
C  3.768  2.120  13.280
C  3.308  1.593  14.738
C  2.062  0.701  14.688
O  2.062  -0.137  15.829
C  0.848  -0.849  15.837
N  4.464  0.837  15.334
H  4.229  1.370  12.637
H  4.435  2.982  13.267
H  2.846  2.233  12.710
H  3.276  2.457  15.402
H  2.126  0.115  13.771
H  1.206  1.363  14.564
H  0.947  -1.774  15.269
H  -0.017  -0.299  15.467
H  0.708  -1.110  16.886
H  5.120  1.601  15.257
H  4.636  0.213  14.558
C  3.723  -1.106  11.242
C  2.802  -0.932  10.054
C  1.634  -1.912  10.129
O  2.054  -3.238  10.590
C  0.906  -3.947  11.022
N  2.463  0.502  10.012
H  4.293  -2.025  11.103
H  3.137  -1.195  12.156
H  4.536  -0.382  11.307
H  3.375  -1.047  9.134
H  1.200  -1.877  9.129
H  0.833  -1.536  10.765
H  0.472  -3.662  11.980
H  1.022  -5.028  10.947
H  0.193  -3.838  10.204
H  3.219  1.039  9.612
H  1.792  0.543  9.258
C  8.853  -5.930  7.818
C  8.828  -5.044  6.502
C  10.226  -4.603  6.061
O  10.106  -3.859  4.766
C  11.290  -3.104  4.505
N  8.147  -5.773  5.450
H  9.275  -6.907  7.579
H  7.883  -6.018  8.308
H  9.567  -5.590  8.569
H  8.137  -4.214  6.652
H  10.938  -5.399  5.846
H  10.741  -4.000  6.809
H  12.188  -3.679  4.732
H  11.347  -2.295  5.234
H  11.457  -2.740  3.492
H  7.240  -6.066  5.785
H  8.542  -6.695  5.337
C  7.645  -2.258  18.004
C  6.352  -1.797  17.321
C  5.555  -2.726  16.415
O  4.382  -2.094  15.854
C  3.776  -2.813  14.825
N  5.475  -1.288  18.383
H  7.655  -3.192  18.567
H  8.036  -1.420  18.581
H  8.416  -2.304  17.235
H  6.491  -0.891  16.731
H  5.204  -3.602  16.961
H  6.230  -3.087  15.639
H  3.073  -2.162  14.304
H  3.105  -3.532  15.295
H  4.490  -3.224  14.112
H  6.108  -1.088  19.144
H  4.986  -2.015  18.885

Kohn-Sham gap (alpha / beta) in eV: 7.284 / 3.005
⟨S²⟩: 0.75
E_tot in eV: -136503.6178
Spin multiplicity: 2

Löwdin atomic charge list, values in e, 8 entries:
1 O 0.110
2 C -0.339
3 O 0.220
4 B -0.881
5 O 0.272
6 C -0.380
7 O 0.130
8 O 0.212

Record 5
Density functional theory data (ωB97M-V/def2-TZVPD) for a cluster of 2 separate species, H5NO in total in a non-equilibrium geometry.

Atoms and positions in Å:
N  1.532  -0.090  -0.039
H  1.071  -0.933  -0.314
H  1.118  0.131  0.866
H  1.147  0.598  -0.694
O  -1.346  -0.126  -0.111
H  -1.316  0.801  0.047
H  -2.206  -0.381  0.246

Structure (SMILES): N.O
Kohn-Sham gap in eV: 10.545
ΔE to the lowest compared entry with this formula, charge and spin in kcal/mol: 7.33
E_tot in eV: -3618.6025
Spin multiplicity: 1

How is the electron density shared among the atoms? According to Löwdin, the charges in e are:
1 N -0.001
2 H -0.015
3 H 0.002
4 H 0.005
5 O -0.055
6 H 0.017
7 H 0.046

Record 6
Density functional theory data (ωB97M-V/def2-TZVPD) for the ion C4H10NO2S with charge +1 in a non-equilibrium geometry.

Atoms and positions in Å:
N  -1.021  1.417  0.300
C  -0.965  -0.150  0.116
C  -0.072  -0.801  1.152
C  1.376  -0.867  0.892
S  1.921  0.503  -0.225
C  -0.737  -0.364  -1.411
O  -0.547  -1.436  -1.977
O  -0.599  0.807  -2.056
H  -0.466  1.753  1.207
H  -1.899  1.841  0.326
H  -0.608  1.907  -0.519
H  -2.061  -0.396  0.296
H  -0.368  -1.892  1.428
H  -0.310  -0.403  2.110
H  2.124  -0.631  1.691
H  1.488  -1.857  0.448
H  2.854  -0.086  -0.780
H  -0.109  0.656  -2.998

Structure (SMILES): [NH3+][C@H](CCS)C(=O)O
Kohn-Sham gap in eV: 9.508
ΔE to the lowest compared entry with this formula, charge and spin in kcal/mol: 35.33
E_tot in eV: -20722.4816
Spin multiplicity: 1
Charge: +1

Löwdin atomic charge list, values in e, 8 entries:
1 N 0.194
2 C -0.165
3 C -0.245
4 C -0.458
5 S 0.826
6 C -0.506
7 O 0.134
8 O 0.001

Record 7
Density functional theory data (ωB97M-V/def2-TZVPD) for a structure of composition C27H42AgBrN3SbSi3 in a non-equilibrium geometry.

Atoms and positions in Å:
Ag  -1.476  0.965  -2.130
C  3.723  -0.160  0.042
Sb  1.536  0.301  0.170
C  0.544  0.860  -1.871
C  0.943  -0.367  -2.490
C  0.596  -0.821  -3.785
C  0.802  -2.116  -4.157
C  1.729  -2.888  -3.417
C  2.098  -2.396  -2.183
N  1.529  -1.276  -1.651
Si  1.217  2.491  -2.482
C  2.707  2.381  -3.555
C  -0.124  3.528  -3.458
C  1.827  3.388  -0.878
C  0.442  -0.595  2.016
C  -0.603  0.413  2.179
C  -1.703  0.235  3.055
C  -2.747  1.166  3.117
C  -2.658  2.366  2.395
C  -1.490  2.541  1.638
N  -0.569  1.569  1.468
Si  -0.049  -2.468  1.661
C  -0.687  -3.127  3.365
C  -1.393  -2.609  0.396
C  1.319  -3.544  1.130
Si  1.773  -0.353  3.435
C  2.864  -1.926  3.464
C  2.752  1.205  3.308
C  0.942  -0.196  5.127
H  3.966  -0.874  -0.760
H  4.019  -0.611  0.989
H  4.176  0.839  -0.113
H  0.209  -0.112  -4.481
H  0.376  -2.505  -5.099
H  2.129  -3.814  -3.796
H  2.735  -2.974  -1.537
H  2.485  2.500  -4.629
H  3.170  1.386  -3.509
H  3.462  3.132  -3.323
H  0.230  4.454  -3.908
H  -1.031  3.738  -2.883
H  -0.226  2.813  -4.258
H  1.171  3.344  0.053
H  1.869  4.460  -1.036
H  2.840  3.030  -0.494
H  -1.826  -0.799  3.460
H  -3.481  0.891  3.892
H  -3.467  3.054  2.331
H  -1.264  3.452  1.104
H  -0.140  -2.773  4.216
H  -0.660  -4.218  3.413
H  -1.792  -2.938  3.388
H  -2.139  -1.875  0.561
H  -1.767  -3.693  0.526
H  -1.117  -2.481  -0.647
H  1.734  -4.227  1.906
H  2.131  -3.029  0.588
H  0.956  -4.270  0.382
H  3.586  -1.937  2.605
H  2.267  -2.876  3.518
H  3.469  -1.903  4.328
H  3.668  1.142  2.726
H  2.891  1.443  4.389
H  2.153  2.047  2.856
H  0.005  -0.832  5.232
H  0.526  0.817  5.192
H  1.661  -0.463  5.888
Br  -3.317  1.924  -5.158
C  -4.129  1.196  -3.648
C  -5.404  0.641  -3.794
C  -6.075  0.167  -2.689
C  -5.471  0.313  -1.403
C  -4.218  0.875  -1.338
N  -3.518  1.252  -2.420
H  -5.819  0.787  -4.812
H  -7.011  -0.358  -2.822
H  -6.059  0.150  -0.515
H  -3.799  1.148  -0.379

Kohn-Sham gap in eV: 4.060
E_tot in eV: -137360.1407
Spin multiplicity: 1

Löwdin atomic charge list, values in e, 8 entries:
1 Ag 0.810
2 C -0.323
3 Sb 1.502
4 C -0.597
5 C -0.515
6 C -0.079
7 C -0.072
8 C -0.077